This record from OMol25 describes C49H61N2O3P2SbSi3Ti as an isolated structure in a non-equilibrium geometry. The level of theory is the ωB97M-V functional and the def2-TZVPD basis.

```
! wB97M-V def2-TZVPD RIJCOSX def2/J DEFGRID3
* xyz 1 2
Ti -0.148 -0.268 0.107
C -1.281 3.769 -1.140
O -1.075 2.974 -2.293
C 0.281 2.674 -2.443
C 1.147 3.550 -3.076
C 2.515 3.292 -3.081
C 3.032 2.277 -2.312
C 2.174 1.412 -1.609
C 2.605 0.633 -0.507
N 1.729 0.042 0.302
N 2.159 -0.235 1.566
C 1.156 -0.376 2.390
O -0.075 -0.381 1.927
C 1.486 -0.480 3.810
C 2.835 -0.575 4.170
C 3.198 -0.630 5.498
C 2.225 -0.584 6.485
C 0.889 -0.478 6.136
C 0.510 -0.427 4.806
C 0.767 1.504 -1.843
O -0.033 0.543 -1.409
H -2.340 4.023 -1.111
H -0.688 4.688 -1.178
H -1.004 3.220 -0.223
H 0.749 4.427 -3.561
H 3.176 3.942 -3.626
H 4.099 2.172 -2.193
H 3.635 0.700 -0.167
H 3.577 -0.589 3.388
H 4.239 -0.703 5.768
H 2.509 -0.619 7.525
H 0.143 -0.430 6.914
H -0.533 -0.331 4.532
C -4.146 1.571 -0.534
P -2.621 0.559 -0.186
C -2.763 -0.520 -1.678
C -2.574 0.163 -2.887
C -2.741 -0.478 -4.099
C -3.070 -1.824 -4.132
C -3.204 -2.518 -2.946
C -3.055 -1.877 -1.725
C -3.140 -0.299 1.353
C -3.615 0.543 2.364
C -3.869 0.058 3.632
C -3.663 -1.282 3.916
C -3.183 -2.123 2.929
C -2.892 -1.631 1.668
P -5.778 0.914 0.152
C -5.869 -0.815 -0.486
C -6.055 -1.826 0.451
C -6.333 -3.121 0.048
C -6.445 -3.416 -1.301
C -6.241 -2.418 -2.241
C -5.956 -1.126 -1.840
C -6.928 1.602 -1.103
C -6.669 2.710 -1.901
C -7.588 3.104 -2.859
C -8.779 2.418 -3.012
C -9.069 1.345 -2.184
C -8.154 0.949 -1.228
H -4.194 1.701 -1.618
H -4.027 2.562 -0.075
H -2.285 1.206 -2.885
H -2.622 0.072 -5.020
H -3.219 -2.330 -5.074
H -3.460 -3.568 -2.971
H -3.248 -2.433 -0.822
H -3.778 1.593 2.161
H -4.228 0.728 4.398
H -3.856 -1.664 4.906
H -3.034 -3.173 3.135
H -2.488 -2.314 0.930
H -6.010 -1.592 1.506
H -6.491 -3.895 0.785
H -6.705 -4.416 -1.618
H -6.318 -2.646 -3.294
H -5.824 -0.351 -2.581
H -5.755 3.275 -1.796
H -7.361 3.946 -3.495
H -9.486 2.730 -3.764
H -10.002 0.814 -2.291
H -8.373 0.112 -0.579
C -0.680 -6.433 -0.887
Si -1.443 -5.034 0.150
C -1.434 -5.464 2.017
C -3.306 -5.019 -0.309
Sb 0.192 -2.901 -0.107
Si 1.495 -3.103 -2.408
C 3.016 -1.956 -2.405
C 2.065 -4.880 -2.822
C 0.199 -2.465 -3.651
Si 2.048 -3.921 1.570
C 1.496 -3.783 3.397
C 3.687 -3.005 1.217
C 2.303 -5.781 1.182
H -1.068 -7.388 -0.547
H 0.398 -6.468 -0.810
H -0.943 -6.332 -1.933
H -2.383 -5.910 2.302
H -1.271 -4.589 2.640
H -0.661 -6.189 2.249
H -3.681 -6.026 -0.152
H -3.485 -4.776 -1.348
H -3.910 -4.356 0.303
H 3.734 -2.219 -1.634
H 2.709 -0.926 -2.242
H 3.529 -1.993 -3.361
H 2.748 -5.272 -2.075
H 2.593 -4.886 -3.770
H 1.231 -5.565 -2.910
H -0.167 -1.484 -3.343
H -0.652 -3.138 -3.714
H 0.612 -2.365 -4.649
H 0.989 -2.845 3.601
H 2.363 -3.825 4.049
H 0.836 -4.595 3.684
H 3.524 -1.941 1.069
H 4.180 -3.412 0.339
H 4.368 -3.111 2.056
H 1.433 -6.377 1.426
H 3.131 -6.164 1.770
H 2.541 -5.952 0.139
*
```

Properties
⟨S²⟩: 0.795
Relative energy (zero: lowest compared OMol25 entry of this formula, charge and spin): 353.68 kJ/mol
Frontier orbital gap (spin up / spin down): 6.402 / 6.827 eV
Highest occupied orbital energy (spin up / spin down): -9.5 / -10.1 eV

Results of the Löwdin charge analysis, in e, for atoms 1 through 6: atom 1 (Ti): 0.578, atom 2 (C): -0.074, atom 3 (O): -0.129, atom 4 (C): -0.202, atom 5 (C): 0.020, atom 6 (C): -0.061

This record from OMol25 describes C49H61NO4SSn as an isolated structure in a non-equilibrium geometry. The level of theory is the ωB97M-V functional and the def2-TZVPD basis.

```
! wB97M-V def2-TZVPD RIJCOSX def2/J DEFGRID3
* xyz 0 1
Sn 0.057 -2.348 -2.735
C -3.420 -2.867 -2.849
O -2.343 -2.027 -2.381
C -2.717 -1.064 -1.419
C -3.018 -1.469 -0.131
C -2.704 -2.835 0.359
C -1.389 -2.784 1.093
C -1.414 -2.601 2.479
C -0.257 -2.383 3.224
C 0.942 -2.530 2.574
C 1.041 -2.783 1.204
C 2.411 -2.915 0.550
C 2.918 -1.600 0.020
C 3.472 -0.695 0.925
C 3.865 0.588 0.580
C 3.645 0.994 -0.710
C 3.077 0.175 -1.665
C 2.697 0.733 -3.007
C 1.462 1.573 -2.895
C 1.505 2.963 -2.960
C 0.335 3.712 -2.891
C -0.899 3.036 -2.956
C -0.959 1.643 -2.878
C -2.283 0.902 -3.076
C -2.830 0.283 -1.806
C -3.409 1.149 -0.910
C -3.796 0.781 0.365
C -3.599 -0.539 0.757
C -4.521 1.799 1.246
C -4.700 1.272 2.664
C -5.899 2.065 0.638
C -3.663 3.065 1.326
C 0.220 0.920 -2.719
O 0.206 -0.378 -2.383
C 0.408 5.236 -2.795
C 1.227 5.581 -1.529
C 1.067 5.830 -4.056
C -0.991 5.858 -2.673
C 2.811 -1.133 -1.287
O 2.475 -2.080 -2.277
C 3.604 -2.837 -2.717
C 4.536 1.526 1.577
C 4.925 0.801 2.865
C 3.537 2.668 1.861
C 5.830 2.097 1.031
C -0.144 -2.860 0.460
O -0.065 -3.035 -0.868
C -0.319 -2.182 4.741
C 0.482 -0.947 5.169
C -1.789 -2.056 5.233
C 0.301 -3.398 5.467
H -3.643 -3.718 -2.185
H -3.168 -3.157 -3.853
H -4.319 -2.232 -2.860
H -2.618 -3.552 -0.461
H -3.470 -3.130 1.070
H -2.397 -2.495 2.909
H 1.854 -2.460 3.141
H 2.370 -3.623 -0.261
H 3.145 -3.292 1.267
H 3.655 -1.090 1.937
H 3.916 1.997 -1.008
H 2.540 -0.071 -3.708
H 3.494 1.392 -3.317
H 2.442 3.450 -3.101
H -1.812 3.606 -3.037
H -2.156 0.140 -3.843
H -3.018 1.594 -3.463
H -3.517 2.171 -1.251
H -3.875 -0.864 1.743
H -5.412 0.429 2.723
H -5.020 2.087 3.327
H -3.733 0.883 3.033
H -6.475 1.148 0.610
H -5.863 2.478 -0.401
H -6.459 2.766 1.303
H -2.651 2.846 1.713
H -4.107 3.848 1.975
H -3.553 3.548 0.358
H 2.244 5.158 -1.562
H 0.720 5.168 -0.674
H 1.308 6.645 -1.351
H 2.075 5.378 -4.173
H 1.150 6.915 -3.958
H 0.518 5.570 -4.956
H -1.498 5.576 -1.764
H -1.633 5.620 -3.551
H -0.853 6.943 -2.618
H 3.732 -3.757 -2.141
H 4.498 -2.230 -2.667
H 3.382 -3.153 -3.737
H 4.036 0.379 3.343
H 5.353 1.517 3.560
H 5.654 -0.016 2.688
H 2.685 2.273 2.427
H 3.165 3.072 0.919
H 3.979 3.482 2.502
H 6.520 1.304 0.748
H 6.338 2.702 1.774
H 5.730 2.769 0.174
H 0.098 -0.047 4.682
H 1.523 -1.073 4.911
H 0.350 -0.804 6.227
H -2.274 -1.141 4.830
H -1.736 -1.953 6.324
H -2.365 -2.960 4.993
H 1.374 -3.505 5.209
H -0.142 -4.362 5.164
H 0.219 -3.285 6.551
S 0.209 -7.102 -1.032
C 0.137 -7.270 -2.733
C -0.786 -6.392 -3.219
N -1.395 -5.582 -2.283
C -0.969 -5.887 -1.088
H 0.782 -7.967 -3.242
H -1.030 -6.270 -4.276
H -1.178 -5.315 -0.202
*
```

Properties
Frontier orbital gap: 7.808 eV
Highest occupied orbital energy: -7.3 eV

Results of the Löwdin charge analysis, in e, for atoms 1 through 6: atom 1 (Sn): 1.351, atom 2 (C): -0.042, atom 3 (O): -0.313, atom 4 (C): -0.178, atom 5 (C): -0.118, atom 6 (C): -0.075

This record from OMol25 describes C49H62BiClIN3O3PSbSi3 as an isolated structure in a non-equilibrium geometry. The level of theory is the ωB97M-V functional and the def2-TZVPD basis.

```
! wB97M-V def2-TZVPD RIJCOSX def2/J DEFGRID3
* xyz -2 1
Bi 0.521 -1.119 -1.269
C -1.959 4.240 2.227
Sb -1.527 2.145 1.632
C 0.040 3.039 0.398
C -0.178 3.775 -0.760
C -1.418 4.026 -1.422
C -1.463 4.814 -2.535
C -0.281 5.374 -3.045
C 0.891 5.054 -2.386
N 0.969 4.296 -1.315
Si 1.541 3.675 1.317
C 1.657 2.895 3.073
C 3.305 3.400 0.606
C 1.452 5.583 1.588
C -3.882 1.605 0.880
C -3.597 1.430 -0.546
C -4.572 1.533 -1.549
C -4.211 1.418 -2.874
C -2.874 1.222 -3.193
C -1.976 1.126 -2.145
N -2.326 1.189 -0.872
Si -5.156 2.948 1.270
C -5.199 3.359 3.148
C -4.893 4.575 0.292
C -7.016 2.532 0.944
Si -4.404 -0.109 1.576
C -3.104 -1.423 2.022
C -5.381 0.038 3.222
C -5.542 -1.010 0.318
H -1.178 4.512 2.930
H -2.925 4.407 2.678
H -1.855 4.876 1.356
H -2.321 3.609 -1.001
H -2.412 5.019 -3.027
H -0.281 6.005 -3.925
H 1.848 5.431 -2.744
H 2.246 1.985 3.039
H 0.679 2.637 3.469
H 2.135 3.566 3.782
H 3.564 2.351 0.537
H 4.049 3.868 1.245
H 3.392 3.823 -0.386
H 0.725 5.857 2.349
H 1.157 6.062 0.660
H 2.413 5.996 1.881
H -5.600 1.711 -1.278
H -4.959 1.502 -3.654
H -2.536 1.169 -4.218
H -0.915 1.048 -2.339
H -5.335 4.423 3.316
H -4.286 3.050 3.642
H -6.018 2.852 3.644
H -3.981 4.545 -0.288
H -4.821 5.435 0.950
H -5.713 4.753 -0.398
H -7.262 1.537 1.298
H -7.276 2.577 -0.109
H -7.659 3.239 1.463
H -2.387 -1.068 2.756
H -2.543 -1.734 1.151
H -3.594 -2.311 2.421
H -4.773 0.524 3.975
H -5.625 -0.957 3.584
H -6.308 0.591 3.135
H -4.933 -1.476 -0.450
H -6.239 -0.344 -0.177
H -6.118 -1.793 0.802
O 3.778 0.446 -2.321
C 4.180 -0.318 -1.491
C 4.706 -1.063 -0.561
C 6.023 -0.665 -0.055
C 6.744 -1.471 0.747
C 6.226 -2.710 1.212
C 4.939 -3.050 0.887
C 4.149 -2.311 -0.004
P 2.430 -2.754 -0.068
C 2.033 -2.958 1.736
C 2.468 -1.919 2.559
C 2.288 -1.971 3.924
C 1.683 -3.076 4.505
C 1.279 -4.124 3.699
C 1.445 -4.069 2.325
C 2.346 -4.517 -0.613
C 1.106 -5.139 -0.739
C 1.018 -6.440 -1.196
C 2.166 -7.142 -1.523
C 3.402 -6.533 -1.387
C 3.490 -5.222 -0.960
H 6.396 0.302 -0.361
H 7.724 -1.149 1.085
H 6.814 -3.333 1.871
H 4.498 -3.940 1.328
H 2.950 -1.065 2.106
H 2.602 -1.141 4.538
H 1.533 -3.118 5.576
H 0.807 -4.990 4.143
H 1.120 -4.902 1.719
H 0.207 -4.605 -0.472
H 0.047 -6.900 -1.300
H 2.099 -8.154 -1.897
H 4.304 -7.080 -1.628
H 4.452 -4.737 -0.892
O 1.254 1.516 -2.425
H 2.198 1.287 -2.367
H 1.186 2.420 -2.082
I -1.735 -2.686 -1.624
O 1.945 0.676 0.285
H 1.490 1.478 -0.042
H 1.512 0.504 1.131
Cl -0.038 -4.436 -4.626
C 1.643 -4.259 -4.199
C 2.472 -5.335 -4.439
C 3.829 -5.236 -4.174
C 4.329 -4.056 -3.642
C 3.491 -2.997 -3.393
C 2.114 -3.038 -3.685
C 1.299 -1.879 -3.478
H 2.052 -6.241 -4.855
H 4.480 -6.074 -4.382
H 5.385 -3.960 -3.433
H 3.896 -2.079 -2.995
H 1.833 -0.951 -3.649
H 0.359 -1.897 -4.019
N -0.234 -0.578 1.919
C 0.020 -1.264 1.013
*
```

Properties
Frontier orbital gap: 4.922 eV
Highest occupied orbital energy: -1.0 eV

Results of the Löwdin charge analysis, in e, for atoms 1 through 6: atom 1 (Bi): 1.219, atom 2 (C): -0.327, atom 3 (Sb): 1.466, atom 4 (C): -0.472, atom 5 (C): -0.466, atom 6 (C): -0.078